Here is a cluster of 4 separate species, CH10NO4 in total in a non-equilibrium geometry from the Open Molecules 2025 dataset. Energies are from ωB97M-V/def2-TZVPD.

Output
- total charge = -1
- relative energy (zero: lowest compared OMol25 entry of this formula, charge and spin) (kJ/mol) = 103.70

Last columns: bonded neighbours and bond lengths (Å).
Geometry (Å):
1 N -1.23168 1.31194 -1.56958  C2 1.458, H4 1.082, H5 1.058
2 C -1.20232 -0.01403 -0.96348  N1 1.458, O3 1.428, H6 1.068, H7 1.104
3 O -0.14911 0.02212 0.00045  C2 1.428
4 H -0.26950 1.36827 -2.06134  N1 1.082
5 H -1.28735 1.85367 -0.66285  N1 1.058
6 H -0.85920 -0.78531 -1.61823  C2 1.068
7 H -2.20670 -0.29060 -0.59775  C2 1.104
8 H 2.40602 1.40402 -0.09157  O10 1.004
9 H 1.17847 0.61419 -0.72884  O10 1.080
10 O 2.11038 1.08851 -0.99789  H8 1.004, H9 1.080
11 H 0.97138 -1.48540 1.18232  O13 0.955
12 H 0.90901 -2.68091 0.35821  O13 0.976
13 O 1.57551 -2.11232 0.78920  H11 0.955, H12 0.976
14 H -0.92559 0.10008 1.42892  O16 1.028
15 H -0.80106 0.08718 3.01347  O16 1.010
16 O -1.44675 -0.15889 2.27644  H14 1.028, H15 1.010

Here is a cluster of 4 separate species, CH10NO4 in total in a non-equilibrium geometry from the Open Molecules 2025 dataset. Energies are from ωB97M-V/def2-TZVPD.

Output
- total charge = -1
- relative energy (zero: lowest compared OMol25 entry of this formula, charge and spin) (kJ/mol) = 0.61

Last columns: bonded neighbours and bond lengths (Å).
Geometry (Å):
1 N 0.83713 1.08127 -1.99676  C2 1.456, H4 1.017, H5 1.001
2 C 0.95878 -0.35245 -1.77534  N1 1.456, O3 1.402, H6 1.098, H7 1.094
3 O -0.25102 -1.04940 -1.64474  C2 1.402, H9 1.023
4 H 0.64119 1.51150 -1.09642  N1 1.017
5 H -0.00016 1.27169 -2.51105  N1 1.001
6 H 1.52456 -0.49415 -0.84495  C2 1.098
7 H 1.53214 -0.76676 -2.60991  C2 1.094
8 H -1.84870 -0.30241 0.78725  O10 0.961
9 H -0.65662 -0.61440 -0.81284  O3 1.023
10 O -1.00360 0.08605 0.54694  H8 0.961
11 H 0.83849 1.81585 1.93804  O13 0.940
12 H -0.48631 1.32961 1.40047  O13 1.011
13 O -0.06473 2.07572 1.93704  H11 0.940, H12 1.011
14 H -0.28228 -1.21585 1.43610  O16 1.010
15 H -0.25552 -1.45376 2.99159  O16 0.978
16 O -0.23161 -1.93660 2.14163  H14 1.010, H15 0.978

Here is a cluster of 4 separate species, CH10NO4 in total in a non-equilibrium geometry from the Open Molecules 2025 dataset. Energies are from ωB97M-V/def2-TZVPD.

Output
- total charge = -1
- relative energy (zero: lowest compared OMol25 entry of this formula, charge and spin) (kJ/mol) = 60.75

Last columns: bonded neighbours and bond lengths (Å).
Geometry (Å):
1 N -1.94572 1.25333 0.42583  C2 1.505, H4 1.012, H5 1.012
2 C -0.73039 1.50580 -0.42537  N1 1.505, O3 1.351, H6 1.113, H7 1.112
3 O 0.11453 0.45196 -0.41921  C2 1.351
4 H -2.22052 0.29589 0.24671  N1 1.012
5 H -2.72393 1.76030 0.02379  N1 1.012
6 H -0.31857 2.45619 -0.01894  C2 1.113
7 H -1.05622 1.73549 -1.46307  C2 1.112
8 H 0.98455 1.10625 2.47036  O10 0.970
9 H 0.60431 0.37948 1.23723  O10 1.017
10 O 1.15058 0.23310 2.08287  H8 0.970, H9 1.017
11 H 2.75519 -1.88032 -0.02847  O13 0.964
12 H 1.94997 -2.81797 0.95468  O13 0.958
13 O 2.79003 -2.67311 0.51864  H11 0.964, H12 0.958
14 H -0.35903 -0.56292 -1.37233  O16 1.058
15 H -0.17001 -1.93688 -2.26914  O16 0.959
16 O -0.82478 -1.30661 -1.96358  H14 1.058, H15 0.959

Here is a cluster of 5 separate species, CH10NO6 in total in a non-equilibrium geometry from the Open Molecules 2025 dataset. Energies are from ωB97M-V/def2-TZVPD.

Output
- total charge = -1
- relative energy (zero: lowest compared OMol25 entry of this formula, charge and spin) (kJ/mol) = 129.48

Last columns: bonded neighbours and bond lengths (Å).
Geometry (Å):
1 N -1.27903 -1.49905 -0.53117  C2 1.360, H5 1.079, H6 1.007
2 C 0.02096 -1.46620 -0.13129  N1 1.360, O3 1.234, O4 1.295
3 O 0.84858 -1.60310 -1.03614  C2 1.234
4 O 0.06103 -1.33534 1.15623  C2 1.295
5 H -1.39581 -1.78140 -1.56623  N1 1.079
6 H -1.95186 -1.58154 0.21339  N1 1.007
7 H -0.92860 0.98408 1.73451  O9 0.982
8 H -1.49181 0.08826 0.81078  O9 1.005
9 O -1.75704 0.97248 1.20764  H7 0.982, H8 1.005
10 H 1.23391 -0.15571 2.13047  O12 0.973
11 H 2.07059 0.42553 1.01090  O12 0.957
12 O 1.75950 0.62775 1.89347  H10 0.973, H11 0.957
13 H -1.84971 1.13103 -1.41506  O15 0.984
14 H -1.79495 2.46845 -0.73061  O15 0.929
15 O -1.63572 2.08007 -1.55955  H13 0.984, H14 0.929
16 H 1.12781 1.19481 -0.97332  O18 1.019
17 H 2.48953 0.39073 -1.40797  O18 1.007
18 O 2.13844 1.27393 -1.07425  H16 1.019, H17 1.007